[1]
Molecular formula: C6H13O5Sc
Method: DFT, wB97M-V/def2-TZVPD

Values from the calculation:
- Multiplicity: 2
- M: 210.12 u
- Net charge: +1
- Largest force on an atom: 4.695 eV Å⁻¹
- Gap between HOMO and LUMO (spin up / spin down): 5.15 / 8.19 eV

XYZ file:
```
25
Properties=species:S:1:pos:R:3:forces:R:3:mulliken_spin:R:1
O -0.44216 -1.34058 -1.91965 0.23 0.56 -1.26 0.00
C 0.63289 -1.82651 -1.21702 1.07 -1.41 4.35 0.12
C 1.95850 -1.41599 -1.83453 0.28 0.41 1.62 0.00
O 1.85529 -1.65751 -3.24302 -1.36 -0.23 -0.56 0.00
C 2.73663 -0.95718 -4.12058 0.80 0.64 -0.62 0.00
C 2.06595 -0.96186 -5.49530 1.69 -0.30 -0.67 0.00
O 0.73653 -0.56047 -5.41613 -0.41 -0.28 1.20 0.00
Sc -0.13040 -1.09987 -3.79878 -1.02 0.01 -0.01 0.01
H 0.59964 -2.92649 -1.09805 -0.11 0.17 -0.71 -0.01
H 2.80433 -1.97960 -1.41206 -0.29 0.13 -0.16 0.00
H 2.15072 -0.33736 -1.68622 -0.06 -0.27 -0.11 0.00
H 3.72393 -1.44358 -4.13826 -0.32 0.13 0.01 0.00
H 2.85162 0.07756 -3.75370 -0.03 -0.28 -0.04 0.00
H 2.15594 -1.98400 -5.91766 -0.18 0.40 0.08 0.00
H 2.66263 -0.29948 -6.15175 -0.30 -0.22 0.20 0.00
H 0.63776 -1.67707 0.14434 0.07 0.62 -3.29 -0.07
O -0.18192 -0.71123 2.65528 0.02 -0.02 -0.74 0.10
C 2.64463 -0.59307 2.72595 0.21 0.44 0.12 0.00
O 1.87658 -1.77837 2.64413 -0.20 -0.16 -0.86 0.12
C 0.63254 -1.66040 2.07760 -0.04 -0.32 1.80 0.69
H 3.66207 -0.88650 3.00412 -0.30 0.07 -0.06 0.00
H 2.67138 -0.07539 1.75284 0.01 -0.12 0.21 -0.01
H 2.24656 0.09234 3.49042 0.11 -0.21 -0.20 0.01
H 0.14023 -2.63527 2.15662 0.10 0.19 -0.37 0.04
H 0.08814 0.17966 2.40720 0.03 0.05 0.07 -0.01
```
Forces are in eV/Å.

[2]
Molecular formula: C6H13P
Method: DFT, wB97M-V/def2-TZVPD

Values from the calculation:
- M: 116.14 u
- Largest force on an atom: 5.262 eV Å⁻¹
- Gap between HOMO and LUMO: 9.80 eV
- SMILES: C[C@@H]1[C@@H](P)C1(C)C

XYZ file:
```
20
Properties=species:S:1:pos:R:3:forces:R:3:lowdin_charge:R:1
C 2.06285 -0.38565 -0.68654 -2.22 -4.45 1.73 -0.07
C 0.61296 -0.02246 -0.78848 -2.34 -0.53 -1.34 -0.35
C 0.14706 1.16864 0.00410 -0.16 -2.04 2.17 -0.50
P -0.88962 2.53082 -0.60895 1.47 0.95 -0.29 0.77
C -0.54120 -0.34734 0.20311 2.77 0.59 0.86 -0.47
C -1.88567 -0.76545 -0.31439 -0.14 -0.01 -0.83 -0.08
C -0.09553 -1.21703 1.35192 -2.05 0.53 3.21 -0.09
H 2.16246 -1.55359 -0.52555 0.00 2.14 -0.56 0.13
H 2.50242 0.03865 0.15231 0.89 0.90 1.55 0.04
H 2.55476 -0.10507 -1.52906 1.55 0.73 -2.48 0.04
H 0.16456 -0.27918 -1.79336 0.74 1.13 0.66 0.15
H 0.89437 1.34575 0.89136 -1.59 -0.08 -1.78 0.13
H 0.28187 3.48544 -0.98565 -1.68 -1.10 0.76 -0.06
H -1.22657 3.06159 0.68288 0.34 0.11 -0.48 -0.11
H -2.21479 0.07679 -0.94288 -0.21 -0.98 -0.72 0.05
H -2.73288 -0.93636 0.36794 0.74 0.45 0.61 0.08
H -1.74877 -1.79864 -0.74961 -0.27 1.29 -0.45 0.10
H -0.27000 -2.31916 1.23655 0.26 0.99 -0.38 0.09
H -0.68102 -0.95828 2.36995 0.85 -0.51 -2.17 0.12
H 0.90275 -1.01946 1.66433 1.05 -0.12 -0.08 0.04
```
Forces are in eV/Å.

[3]
Molecular formula: C6H14
Method: DFT, wB97M-V/def2-TZVPD

Values from the calculation:
- M: 86.18 u
- Largest force on an atom: 4.672 eV Å⁻¹
- Gap between HOMO and LUMO: 9.81 eV
- SMILES: CCCC(C)C

XYZ file:
```
20
Properties=species:S:1:pos:R:3:forces:R:3:lowdin_charge:R:1
C -1.98546 -1.90891 -0.73572 1.76 -1.28 -1.31 -0.11
C -1.00899 -0.74350 -0.83676 2.59 0.72 -1.15 -0.33
C -0.40674 -0.28480 0.45792 0.03 0.24 0.06 -0.23
C 0.43731 0.97579 0.30025 0.05 0.13 0.15 -0.46
C 0.91683 1.43443 1.67227 0.08 0.10 0.10 -0.09
C 1.62212 0.80788 -0.65440 0.03 -0.02 -0.01 -0.09
H -2.05612 -2.48060 0.19678 0.13 0.52 -0.26 0.07
H -1.00862 -2.12639 -1.31822 -2.90 -3.66 0.23 0.06
H -2.87256 -1.95315 -1.37579 0.38 0.38 0.32 0.06
H 0.03517 -1.19354 -1.51265 -2.09 2.01 1.59 0.16
H -1.37964 0.00702 -1.52464 -0.05 0.57 0.25 0.11
H 0.19958 -1.11630 0.85266 -0.07 0.24 0.04 0.13
H -1.19849 -0.10917 1.19892 0.01 0.04 -0.15 0.12
H -0.22488 1.75129 -0.11526 0.11 -0.07 0.09 0.14
H 1.48132 2.36855 1.59815 -0.03 -0.07 0.06 0.07
H 0.07361 1.59539 2.35429 0.14 -0.01 -0.10 0.08
H 1.57248 0.67678 2.12062 -0.08 0.11 -0.05 0.08
H 2.21418 1.73017 -0.68486 -0.07 -0.15 -0.01 0.08
H 2.27928 -0.00389 -0.31696 -0.07 0.10 -0.01 0.09
H 1.30963 0.57295 -1.67662 0.03 0.09 0.16 0.06
```
Forces are in eV/Å.

[4]
Molecular formula: C6H14Br6N4O8
Method: DFT, wB97M-V/def2-TZVPD

Values from the calculation:
- M: 749.62 u
- Largest force on an atom: 13.890 eV Å⁻¹
- Gap between HOMO and LUMO: 8.25 eV

XYZ file:
```
38
Properties=species:S:1:pos:R:3:forces:R:3:lowdin_charge:R:1
C 1.54884 3.78975 1.74414 -1.00 -0.62 0.85 0.09
N 0.75568 2.68461 1.09225 -1.23 0.88 0.52 -0.31
O -0.47976 2.57341 1.29917 3.30 3.12 0.18 0.01
O 1.36642 2.02070 0.29115 -0.42 1.81 3.77 -0.31
H 0.99608 3.98230 2.66364 0.03 0.61 -0.26 0.10
H 1.54763 4.59287 1.00719 0.06 0.05 0.32 0.11
H 2.54507 3.44824 2.02525 -0.11 -0.16 -0.55 0.10
C -3.34402 0.93447 -1.77916 -0.91 -0.03 -2.04 0.05
N -1.89570 1.34048 -1.93042 1.04 0.42 -1.46 -0.32
O -1.48139 1.75018 -3.02044 -1.41 -0.59 1.74 0.06
O -1.12833 1.21288 -0.96925 -3.24 1.26 -2.79 -0.15
H -3.50861 -0.12272 -1.57090 0.99 0.26 -0.09 0.10
H -3.84116 1.03082 -2.74439 0.46 0.76 -0.12 0.10
H -3.88600 1.49050 -1.01417 0.56 0.32 -0.32 0.10
C 0.22049 -2.33505 -0.03445 -1.56 -2.66 -0.91 -0.20
N 0.37521 -3.82101 -0.21076 0.19 -0.94 -2.52 -0.46
O -0.27848 -4.51461 0.49920 -0.82 -0.91 1.23 0.08
O 1.13082 -4.29868 -1.10885 -2.16 1.92 1.55 -0.12
H 1.14341 -1.94459 -0.46326 -2.84 -1.45 -1.36 -0.17
H 0.10461 -2.03391 1.00670 0.28 -0.91 0.08 0.09
H -0.69434 -2.01076 -0.53043 0.24 -0.42 -0.36 0.08
C -1.34450 0.34362 1.20045 -0.20 -1.28 0.44 0.00
N -2.77521 0.73035 0.96661 0.77 -0.40 1.53 -0.38
O -3.44104 -0.07309 0.33006 -0.22 0.38 2.06 0.00
O -3.15527 1.79523 1.46844 0.00 -1.54 -1.20 0.08
H -1.12081 -0.60085 0.70443 -0.79 0.28 0.40 0.06
H -1.18355 0.28594 2.27696 -0.08 0.12 -0.07 0.12
H -0.78234 1.13115 0.69859 -0.64 -1.38 1.70 0.01
C 3.13012 -2.89177 0.34422 2.11 -3.55 0.09 -1.55
Br 4.42684 -1.81066 1.52954 0.00 -1.92 -0.29 0.54
Br 2.91243 -4.73571 0.94583 1.49 0.20 0.44 0.71
Br 3.54746 -2.65537 -1.58542 0.78 -0.97 0.83 0.66
H 2.12699 -2.47789 0.44685 1.37 -3.30 1.00 -0.23
C 1.16624 0.29020 -1.00618 0.81 -0.98 -1.30 -1.21
Br 2.28014 1.70847 -1.82530 0.39 -1.13 -1.73 0.75
Br 2.19319 -0.83785 0.26063 1.12 13.85 -0.09 0.72
Br 0.47540 -0.70196 -2.57112 0.37 0.08 0.15 0.73
H 0.34749 0.73038 -0.43697 1.27 -1.17 -1.41 -0.06
```
Forces are in eV/Å.